84
Properties=species:S:1:pos:R:3 method="wB97M-V/def2-TZVPD" e_above_lowest_ev=0.298 spin_multiplicity=2 homo_energy_ev="-13.31 / -12.77" gap_ev="7.904 / 7.414" total_charge=+2 s2=0.757
C -0.26 3.60 0.99
H 4.17 0.14 -0.54
H 0.63 -0.64 -1.90
H 2.39 -0.59 -1.78
N -0.30 -0.51 4.16
C 4.05 2.51 1.90
N 0.64 2.56 0.45
H -1.22 3.12 1.17
H 1.73 5.71 1.79
C -3.09 -6.17 -1.25
C 1.56 0.73 -3.31
H -5.17 -2.38 0.97
C -2.18 -1.41 -3.70
H -2.86 -1.82 -4.45
C 4.56 1.50 1.07
H -0.80 4.40 -0.92
H 2.42 0.25 2.97
H -1.13 -0.30 4.71
P -2.75 -2.65 0.86
H 2.65 2.21 -4.40
C 2.75 2.96 1.79
H -3.10 -5.64 0.82
C -4.38 -2.64 1.68
P -2.84 -1.66 -2.03
H 1.68 4.87 -0.57
H -1.74 -2.86 3.03
H -4.38 -1.90 2.48
V -2.14 -0.43 -0.04
C -2.90 -4.36 -2.82
H 5.58 1.19 1.18
H -3.02 -6.43 -3.37
H 0.65 1.33 -3.41
C -0.40 -0.28 2.86
H -2.06 -0.34 -3.88
H 3.97 0.06 -4.49
C 0.88 -1.02 4.85
C -0.40 4.77 0.03
C 1.97 2.37 0.81
H 4.37 0.24 -2.79
N 0.66 -0.46 2.09
C 4.08 0.79 -3.69
H 0.16 3.90 1.95
H -3.18 -7.23 -1.04
H 2.81 -1.80 4.32
C 1.50 0.02 -1.96
C 2.46 1.36 -0.01
H 0.60 -0.15 1.12
H -2.11 -4.45 2.36
C 1.84 -1.64 3.84
Se -1.40 1.49 -1.28
C 1.99 -0.70 2.66
S -1.92 0.29 2.24
H 2.38 3.74 2.44
H -0.69 -3.56 1.77
C 0.33 1.70 -0.53
H 2.19 7.00 0.72
H -1.15 5.44 0.44
H 0.53 -1.77 5.57
H 0.57 6.96 1.38
C -3.00 -5.72 -2.56
H 4.70 2.95 2.65
H 1.35 -0.21 5.41
H 2.91 2.30 -2.68
H -4.60 -3.62 2.10
H -5.14 -1.21 -1.29
H -1.20 -1.89 -3.80
H -5.09 -1.85 -2.94
N 1.41 0.96 -0.84
H 1.47 -2.61 3.51
C -2.88 -3.45 -1.77
C 2.80 1.59 -3.51
C 0.89 5.55 -0.22
H 1.52 -0.04 -4.08
H -2.86 -4.03 -3.85
C 1.37 6.34 0.98
H 2.62 -1.12 1.87
H -4.65 -0.16 -2.64
C -3.04 -5.27 -0.20
C 3.78 0.91 0.10
C -4.60 -1.17 -2.24
C -2.92 -3.91 -0.45
C -1.72 -3.46 2.12
H 4.92 1.43 -3.94
H 0.72 6.24 -1.05

***

79
Properties=species:S:1:pos:R:3 method="wB97M-V/def2-TZVPD" e_above_lowest_ev=0.000 spin_multiplicity=4 homo_energy_ev="-13.43 / -13.43" gap_ev="7.873 / 5.493" total_charge=+2 s2=3.774
H 2.25 -1.25 -5.05
H 1.07 -1.82 -6.96
C 2.66 -0.92 -1.17
C -0.69 -2.43 2.52
C 0.63 -2.77 2.06
H 2.35 0.93 -4.09
C 0.77 1.93 -5.22
H 3.52 -1.06 2.81
C 3.06 -2.04 2.67
C 0.29 0.76 -1.32
C -1.23 -1.70 -1.60
H -0.44 1.28 -6.89
H -3.39 -0.13 -0.15
C -0.99 2.55 5.01
H 2.51 0.03 4.36
C -1.53 0.79 -5.09
C -1.70 -0.85 4.31
H -1.68 0.24 4.33
C 2.81 1.68 0.14
H 2.83 -0.54 -2.19
H 3.62 -1.10 -0.67
C 1.50 -0.50 -5.35
H -2.23 -3.91 2.78
Se -0.19 1.72 2.06
H -2.65 -1.16 3.88
C 1.49 -0.23 4.68
C -0.80 -1.49 -5.97
H -2.80 -2.37 2.13
H 1.35 2.56 -5.92
H -2.39 -1.04 -4.53
H 2.12 -1.88 -1.23
H 0.14 -4.06 0.41
C 1.57 -1.96 2.77
H 0.06 1.82 -1.20
H 3.48 -2.71 3.44
H 3.72 1.31 0.63
C -1.56 3.45 5.94
H -1.89 -3.50 1.10
H 0.43 -0.21 -7.21
H -1.38 -1.76 -6.87
C 0.97 -3.86 1.10
H -2.48 5.39 6.25
C 0.58 -0.98 -6.44
C -2.61 0.59 -0.41
Re 0.24 -0.72 1.71
H 1.58 -0.70 5.67
H 0.95 0.71 4.81
H -1.09 2.65 -6.02
C 1.56 0.72 -4.82
H -2.13 -2.25 -1.30
C -0.60 1.67 -5.88
P 1.70 0.29 -0.22
C 0.84 -1.12 3.69
H -1.32 4.45 2.20
H 1.19 -4.80 1.63
H -2.29 1.35 -4.52
H -0.68 -2.43 -5.41
H -2.31 6.04 3.84
C -1.59 -0.55 -5.10
H 2.31 2.38 0.82
H -0.37 -2.37 -1.52
H -1.34 -1.37 -2.65
C -2.04 4.69 5.53
H 0.62 2.56 -4.32
H -1.68 -1.19 5.36
C -1.97 -3.08 2.11
P -1.02 -0.26 -0.51
H 0.46 0.50 -2.38
C -1.96 5.06 4.18
H -0.58 1.61 5.36
H 1.86 -3.61 0.52
C -1.41 4.15 3.25
H -2.57 1.35 0.38
H 3.08 2.20 -0.79
H -2.85 1.07 -1.36
C -0.56 -1.41 3.53
C -0.96 2.89 3.65
H -1.61 3.16 6.99
H 3.37 -2.43 1.70

***

87
Properties=species:S:1:pos:R:3 method="wB97M-V/def2-TZVPD" e_above_lowest_ev=0.582 spin_multiplicity=6 homo_energy_ev="-10.19 / -11.05" gap_ev="8.268 / 5.852" total_charge=+1 s2=8.790
H 0.15 3.64 -3.72
C -0.49 3.68 -1.63
H -3.35 -5.87 -3.33
H -1.59 2.03 -2.57
H 6.34 4.13 -1.51
H -1.43 -1.04 4.56
H -0.08 -6.79 -1.70
C 0.79 2.97 -1.18
H -2.20 -2.58 5.00
H -4.85 -3.80 -0.58
I -0.45 4.99 3.97
O -0.11 0.78 -0.96
H 4.19 1.39 0.08
Ir -0.55 -1.12 0.05
H 1.89 4.75 -1.32
C 0.87 1.55 -0.83
H -1.99 2.27 -0.87
C -4.10 -3.35 -1.25
O -4.40 -0.25 1.45
H 3.74 5.73 -1.75
Si 1.03 -4.91 -0.50
C 0.88 -6.27 -1.76
C -2.56 1.19 1.77
O -0.86 -2.32 2.04
H 3.46 -4.96 -0.70
H 1.68 -7.01 -1.61
H 4.33 4.07 1.67
C -1.36 3.35 3.05
H 0.44 2.17 3.06
H 0.24 -4.60 1.80
C 4.13 5.54 -0.75
H -0.47 -2.53 4.56
H -1.84 -6.52 -0.27
C -1.72 2.78 -1.79
C -2.71 3.41 2.71
Si -2.65 -4.48 -1.43
H 2.83 -3.48 -1.45
C 1.95 3.71 -1.06
H -2.56 3.42 -2.08
C -1.21 1.15 2.12
H -1.59 -5.72 -3.29
C 0.65 -5.44 1.23
H -1.15 4.78 -3.37
H 3.42 5.93 -0.01
C 3.17 3.20 -0.62
C -0.60 2.22 2.77
H -2.60 -5.39 0.87
H -3.60 -6.36 -0.23
C -3.26 0.02 1.11
H -0.07 -6.27 1.25
H 5.06 6.10 -0.65
H -3.83 -2.37 -0.85
C 2.72 -4.15 -0.60
C -1.77 -2.31 2.90
C 4.42 4.05 -0.52
H 5.65 2.51 -1.48
C -2.66 -5.81 -0.14
H -4.57 -3.20 -2.22
H 1.57 -5.77 1.72
H 5.01 3.72 -2.60
H 2.96 -3.60 0.32
H 5.87 4.59 0.99
H 0.98 -5.86 -2.77
H -1.06 4.29 0.38
As -0.60 -3.29 -1.13
H -4.36 2.34 1.85
C 5.41 3.57 -1.60
C -0.22 4.36 -2.99
H 5.47 2.88 1.02
C 2.15 1.06 -0.34
C -3.30 2.32 2.09
Br 2.24 -0.78 0.12
O -2.60 -0.69 0.23
N -3.05 -2.46 2.55
H -3.29 -2.32 1.57
H -2.58 -4.38 -3.88
C -2.52 -5.18 -3.14
C -0.84 4.75 -0.58
C -1.45 -2.11 4.35
H -1.72 5.30 -0.91
H -3.78 -2.25 3.21
H -3.29 4.29 2.94
C 5.05 3.88 0.87
H -0.62 0.26 1.94
C 3.25 1.82 -0.26
H -0.03 5.47 -0.44
H 0.51 5.17 -2.91

***

88
Properties=species:S:1:pos:R:3 method="wB97M-V/def2-TZVPD" e_above_lowest_ev=0.000 homo_energy_ev=-3.14 gap_ev=5.356 total_charge=-1
Si -0.90 -0.08 -3.01
C 1.05 1.75 -8.40
H 1.98 -0.18 6.11
C -0.46 4.02 -0.05
H 1.00 2.28 -9.35
Sr -0.17 -0.42 3.10
C 2.20 -1.73 -4.93
H 0.56 -0.33 -1.03
O 0.19 -0.82 -4.06
N -1.27 2.97 0.54
H -2.31 1.96 8.77
C 1.17 0.35 -5.99
C -3.87 0.80 6.79
H 2.35 -2.05 -2.81
H 2.01 0.15 -4.03
H -4.11 1.87 6.76
H -3.12 2.16 0.87
O -1.82 0.31 4.99
H 3.89 -1.68 -3.60
H -4.50 0.34 7.55
C -0.81 2.07 1.40
H -1.57 2.31 -2.80
N -1.25 -4.07 2.17
C 2.93 -2.22 -3.72
N -2.48 0.60 7.16
C 2.18 1.24 -6.34
H 3.01 -4.31 -5.60
H -2.72 -0.59 -4.61
O -1.51 1.16 1.89
C -2.66 2.82 0.13
H -0.37 -3.43 0.35
C -0.45 -0.64 -1.30
C -2.09 0.90 8.53
H 2.89 4.53 4.74
H 3.03 1.35 -5.66
C 0.07 0.17 -6.83
H 2.57 -4.09 -7.30
F 4.24 3.71 6.83
H 0.52 4.02 0.44
H 3.60 1.24 7.44
H -0.45 -1.74 -1.23
C 2.18 -2.38 -6.10
C 0.01 0.88 -8.04
H -0.93 5.00 0.10
Cl 1.70 -0.99 1.07
C -0.41 -5.14 2.69
H -2.15 -3.26 0.48
C 1.76 2.70 4.31
C 2.14 1.93 -7.55
C 3.32 2.94 6.14
H -3.16 3.79 0.12
H 1.55 -2.00 -6.91
C -0.78 1.76 -3.32
H -0.31 3.88 -1.13
Cl 0.57 -2.63 4.69
C 1.57 1.42 4.73
H 1.24 3.13 3.45
H -2.74 -1.73 -3.25
H -1.11 -0.27 -0.50
H -0.88 1.97 -4.39
H -0.84 -6.11 2.42
H -1.02 0.72 8.65
C 2.17 0.85 5.81
H -0.85 0.75 -8.70
C -1.58 0.31 6.22
H 0.19 2.17 -2.99
C -1.30 -3.90 0.73
C 2.69 3.51 5.04
H 2.97 2.59 -7.83
H -3.38 -0.09 -3.05
C -2.59 -0.68 -3.53
C 1.41 -0.46 -4.72
C 2.98 -3.59 -6.42
C -1.74 -3.10 2.96
O -2.08 -1.97 2.56
C 3.09 1.64 6.56
H -0.71 -0.55 -6.57
H -2.66 0.28 9.23
H 4.03 -3.34 -6.67
H 0.26 2.16 1.68
H -0.34 -5.02 3.77
H -0.58 0.04 6.59
H -4.05 0.36 5.81
H 3.16 -3.28 -3.80
H -2.73 2.34 -0.85
H -1.80 -3.38 4.02
H -1.42 -4.89 0.27
H 0.60 -5.08 2.27

***

87
Properties=species:S:1:pos:R:3 method="wB97M-V/def2-TZVPD" homo_energy_ev=-10.26 gap_ev=3.801 total_charge=+1
C 4.98 2.49 5.55
H -0.33 1.76 -6.64
H 1.29 1.51 -7.27
H 4.23 -0.37 3.76
H 2.87 -4.68 3.95
C 2.28 0.98 5.76
H 2.14 0.40 3.04
O -3.34 1.83 4.05
H -2.94 2.15 -1.32
B 3.75 0.47 5.47
C 2.12 1.66 6.99
H 4.73 3.25 6.29
H 2.05 1.67 -4.77
H 2.21 -1.36 -5.12
H 0.37 1.86 -4.31
H 4.36 2.68 4.66
N -0.44 -0.62 -5.31
H -4.46 -0.51 0.88
H -1.77 2.76 -0.14
H -3.24 2.20 1.60
C -4.45 0.58 0.85
H -0.54 0.79 -8.85
O 1.39 -1.31 3.96
C -0.05 1.41 5.28
H -1.11 1.07 1.64
C -0.20 0.13 -8.04
H -1.22 2.22 -1.71
C 1.15 1.12 -4.52
H -0.75 -3.62 -6.89
H -2.91 -0.12 3.45
H 0.57 -0.51 -8.48
C -0.18 2.08 6.51
C 0.39 0.99 -6.93
H 2.63 -2.12 2.52
C -1.95 0.53 1.18
C -2.23 1.85 4.80
H 0.51 -3.02 -5.84
C -0.30 0.09 -0.68
H -3.10 -1.38 -5.51
H -2.16 -2.70 -4.81
F -3.53 3.03 6.38
O -1.22 -0.05 -4.60
C -1.72 0.59 -0.34
C 1.19 0.84 4.92
H 1.90 -5.57 2.81
C -1.38 -0.70 -7.55
C 1.57 -2.12 2.83
H 0.79 -3.58 4.17
H -2.22 -0.04 -7.32
H 0.99 -1.75 1.98
H -4.42 0.92 -0.19
O 4.77 1.18 6.08
C -0.15 -2.75 -6.67
H 0.47 -2.55 -7.54
N -1.12 1.31 4.42
H 0.35 -3.88 2.49
H 1.33 0.55 -3.61
H -2.42 -0.07 -0.85
H 2.99 -4.34 2.22
C 2.30 -4.58 3.03
H 0.39 0.93 -0.79
H 0.79 2.68 8.32
H 6.02 2.58 5.25
H 0.37 0.20 3.05
C -3.51 0.73 3.15
C 1.28 0.07 3.63
C -1.94 2.01 -0.91
H -1.90 -0.52 1.47
H 2.97 1.76 7.65
C 0.79 0.20 -5.67
N -1.38 2.64 6.90
C -1.08 -1.57 -6.32
C 1.16 -3.56 3.15
H 2.88 -0.03 -6.06
H -4.56 0.44 3.27
H -2.78 -2.83 -6.46
H 0.06 -0.59 0.10
H -5.39 0.93 1.27
C 2.02 -0.68 -5.95
H -0.32 -0.48 -1.61
C -2.34 2.52 6.07
H -1.72 -1.38 -8.33
C -3.28 1.11 1.68
O 4.08 -0.61 4.68
H 1.95 -1.27 -6.86
C -2.36 -2.15 -5.73
C 0.92 2.18 7.36

***

Max |F|
In order: 0.8 8.8 0.9 4.7 3.7
Unit: eV/Å
Calculated total energy
In order: -5777.5968 -4294.4497 -7279.5487 -2939.1604 -1798.7444
Unit: a.u.
Molecular weight
In order: 674.634 721.802 1003.817 707.322 548.529
Unit: g/mol